Entry 1:
Entry from OMol25: a cluster of 3 separate species, C31H36F5N5P in total (ωB97M-V with the def2-TZVPD basis set).

```
78
Properties=species:S:1:pos:R:3:forces:R:3
P -1.4880 -0.2533 0.6957 -0.260 0.075 0.138
F -4.3215 -2.4830 -4.1437 0.199 -0.005 0.184
F -3.1436 -3.8526 -2.8866 -0.210 0.283 -0.181
F -3.7523 -0.6247 -1.7554 -0.267 -0.519 -0.034
F -5.4102 -2.0279 -1.9223 0.617 -0.028 0.102
F -3.6349 -2.5750 -0.7729 -0.212 0.373 -0.447
N 5.1319 -2.0523 1.1718 0.010 0.080 0.064
N 0.0280 -1.2822 0.4709 0.310 -0.171 -0.184
N -2.8003 3.8694 -0.7638 -0.020 -0.028 -0.041
N 0.5908 -1.6809 1.5996 0.137 -0.125 -0.184
N -2.2493 0.5371 5.7535 0.033 0.015 -0.062
C -1.8308 2.6781 7.4873 -0.002 0.004 0.005
C 5.1809 -0.7493 -2.4919 0.169 -0.264 -0.094
C 2.8734 -1.5658 -3.0068 0.068 0.050 -0.044
C 3.8237 -0.6962 -2.2241 -0.158 -0.084 -0.078
C 4.7538 -2.9026 0.3266 0.024 -0.069 -0.137
C 5.6275 0.8859 -0.8031 0.105 0.195 0.184
C 0.4740 -1.6283 -0.7522 0.001 -0.041 0.313
C 1.6368 -2.4619 1.5133 -0.015 0.006 -0.119
C -0.2741 -1.1256 -1.9544 0.037 -0.011 -0.251
C -0.7848 1.3424 0.1356 0.071 0.022 -0.318
C 4.2734 0.9685 -0.5398 -0.154 0.115 0.214
C 6.0774 0.0283 -1.7848 0.302 0.048 -0.002
C -3.2647 1.2662 6.2128 -0.021 -0.034 -0.015
C -0.7638 1.9267 7.0213 -0.003 0.006 0.005
C -1.3864 -0.0468 2.4848 0.274 -0.112 0.180
C -0.8441 -2.2328 -2.8740 -0.121 0.190 0.145
C -3.4012 -2.5374 -3.1468 -0.172 -0.095 0.035
C -4.4736 4.3842 -2.4011 -0.003 0.013 -0.003
C -4.0464 5.7014 -2.4525 -0.004 0.003 -0.002
C -2.9887 6.0886 -1.6461 -0.014 0.001 -0.006
C -4.0809 -1.9383 -1.8740 -0.004 0.110 0.354
C -1.0264 0.8728 6.1602 -0.009 -0.020 -0.004
C 3.4663 -3.7197 0.3892 -0.183 -0.010 0.013
C 2.2346 -2.8574 0.3059 -0.124 0.007 0.130
C 3.3830 0.1843 -1.2426 -0.254 -0.060 -0.115
C 1.6464 -2.4072 -0.8674 0.004 0.046 0.086
C -3.1094 2.3413 7.0749 0.013 0.004 0.013
C -3.8206 3.5130 -1.5438 0.003 -0.019 0.034
C 2.2563 -2.7302 -2.2032 0.217 -0.085 -0.068
C -2.1380 -1.8387 -3.6122 0.230 -0.069 -0.087
C -2.4023 5.1393 -0.8237 0.018 -0.015 0.023
H 0.2513 2.1481 7.3208 0.008 -0.005 -0.002
H -1.6688 3.5079 8.1624 0.000 0.004 0.002
H -4.2519 0.9701 5.8760 -0.012 0.021 0.005
H -0.2150 0.2603 5.7801 0.018 0.009 0.011
H -1.0131 -3.1353 -2.2881 0.028 -0.118 -0.096
H -1.0814 -0.4567 -1.6748 -0.033 -0.019 0.167
H 0.2414 1.2379 -0.2188 0.055 -0.006 0.090
H -0.4598 0.4307 2.8017 -0.015 0.047 -0.010
H 6.3231 1.4971 -0.2476 0.063 0.014 0.024
H 3.4506 -4.2540 1.3399 0.001 0.019 0.055
H -5.2982 4.0376 -3.0082 -0.004 -0.010 0.002
H 3.0724 -3.4301 -2.0332 -0.063 -0.033 0.016
H -2.0458 -2.1275 -4.6585 -0.043 -0.041 -0.023
H 3.8937 1.6429 0.2153 0.075 0.076 0.045
H 3.4379 -2.0393 -3.8101 -0.053 0.026 -0.094
H 0.4372 -0.5160 -2.5146 -0.110 0.105 -0.051
H 5.5547 -1.4125 -3.2627 -0.042 -0.035 -0.054
H 3.4577 -4.4818 -0.3870 0.035 0.018 -0.040
H 2.1229 -0.9493 -3.5023 -0.128 -0.023 0.071
H -3.9726 2.8959 7.4153 -0.011 -0.004 -0.002
H -2.2945 -0.7623 -3.6039 -0.069 0.030 -0.009
H -4.5313 6.4137 -3.1066 -0.001 0.003 -0.004
H -1.5739 5.4090 -0.1779 0.003 0.021 -0.009
H -4.1355 2.4764 -1.4719 -0.015 0.002 -0.021
H 7.1344 -0.0322 -2.0027 0.035 -0.017 -0.027
H 2.3243 0.2857 -1.0360 -0.064 0.006 -0.016
H 4.4607 -1.9382 1.9351 0.013 0.022 0.019
H -2.6242 7.1062 -1.6499 0.009 0.004 0.006
H -2.2279 0.5808 2.7763 -0.103 -0.003 0.011
H 1.5376 -3.2607 -2.8234 -0.051 -0.019 -0.020
H 5.4029 -3.1009 -0.5242 0.046 0.031 -0.043
H -1.3845 1.7315 -0.6845 -0.015 0.153 0.045
H -0.1178 -2.4574 -3.6478 0.109 -0.171 0.066
H -1.4630 -1.0054 2.9904 -0.218 0.041 0.080
H -0.8034 2.0672 0.9458 -0.047 0.035 0.017
H 2.0383 -2.7972 2.4612 -0.031 0.034 0.046
```
Forces are in eV/Å.

Its energy relative to the best compared isomer or geometry (same formula, charge and spin) is 0.0 kJ/mol. The net charge is +1. The calculation puts the orbital gap at 7.81 eV. Its multiplicity is 1.

***

Entry 2:
Entry from OMol25: a cluster of 8 separate species, C17H50N4O8 in total (ωB97M-V with the def2-TZVPD basis set).

```
79
Properties=species:S:1:pos:R:3:forces:R:3
O -12.3251 -11.1848 15.6222 0.093 0.287 -0.141
O -12.4764 -6.9045 9.7753 0.096 -0.247 0.213
O -11.1156 -1.0133 18.7106 0.148 0.138 0.019
O -10.6523 -8.9432 9.0952 -0.050 -0.183 0.480
O -13.5073 -6.0477 14.4173 -0.055 -0.254 0.103
O -4.0411 -3.3056 18.4187 -0.269 -0.080 -0.173
O -7.6863 -6.3497 15.0465 0.137 0.002 -0.586
O -7.9569 -4.5653 12.4282 -0.023 0.003 0.060
N -13.6421 -4.8930 16.3752 -0.506 -0.178 -0.058
N -12.3742 -5.6933 11.6929 -0.110 0.075 0.668
N -13.2140 -7.8291 11.7266 0.211 0.293 -0.063
N -15.4596 -6.0604 15.6223 -0.152 0.491 0.777
C -10.7102 -2.0801 19.5527 0.084 -0.536 0.178
C -11.2303 -1.9188 20.9642 -0.101 0.206 0.601
C -14.1587 -5.7042 15.3937 0.195 0.021 -0.287
C -9.7822 -7.0898 14.1759 0.162 -0.581 -0.419
C -5.3642 -3.8381 18.6383 0.450 -0.214 0.358
C -12.6643 -9.7888 15.5780 -0.233 -0.293 0.465
C -14.1393 -9.6533 15.9266 -0.239 0.031 -0.284
C -9.6698 -5.2919 15.9201 0.108 0.377 -0.077
C -8.8457 -7.8988 10.3003 0.051 0.053 0.400
C -8.8673 -10.3509 9.6763 -0.285 -0.028 -0.143
C -5.4320 -5.1554 17.8917 0.387 -0.310 -0.644
C -12.6684 -6.8180 10.9853 -0.166 0.471 -0.326
C -9.0584 -6.5693 15.3862 0.080 -0.045 0.699
C -11.7721 -9.0188 16.5254 0.573 0.189 -0.146
C -9.6895 -9.1550 10.1266 0.052 0.125 -0.191
C -11.1164 -3.4124 18.9326 -0.158 -0.102 -0.114
C -6.4251 -2.8598 18.1825 0.161 0.468 -0.333
H -11.3241 -8.3377 9.4537 -0.005 0.213 -0.476
H -10.6494 -3.5227 17.9540 -0.073 0.081 -0.048
H -12.2039 -3.4481 18.8067 0.021 0.023 -0.002
H -10.8258 -4.2786 19.5311 0.069 0.127 0.124
H -10.2091 -9.3625 11.0730 0.062 -0.133 0.001
H -6.5355 -2.0067 18.8559 -0.032 -0.118 0.125
H -10.7185 -5.3998 16.1936 -0.047 -0.231 -0.112
H -7.4117 -4.6685 11.6438 -0.014 -0.010 -0.054
H -11.9687 -7.9449 16.5065 -0.161 -0.021 0.034
H -13.3246 -7.6975 12.7178 -0.046 -0.246 0.038
H -10.9559 -2.7631 21.5999 -0.008 -0.084 -0.150
H -10.7249 -9.1517 16.2405 -0.047 -0.026 0.004
H -4.8965 -5.9598 18.3958 0.047 0.112 0.115
H -10.7366 -7.5455 14.4355 -0.175 0.317 0.090
H -13.2912 -8.7251 11.2828 -0.071 -0.065 0.127
H -9.2078 -7.9053 13.7265 0.119 0.134 -0.035
H -14.5618 -8.6508 15.8242 0.348 0.112 -0.078
H -4.9372 -5.0240 16.9229 -0.071 0.031 0.045
H -6.1103 -2.4393 17.2200 -0.095 -0.150 -0.030
H -16.0305 -6.6301 15.0272 0.433 0.013 -0.449
H -12.1684 -4.8294 11.2271 0.062 -0.213 -0.361
H -14.6950 -10.3040 15.2495 -0.117 -0.079 0.204
H -9.5861 -4.5288 15.1397 -0.101 0.070 0.103
H -9.6174 -2.0616 19.6010 -0.014 0.207 -0.158
H -12.0087 -0.7592 18.9625 -0.025 0.020 -0.042
H -14.3098 -9.9562 16.9614 -0.013 -0.174 -0.023
H -8.0286 -8.0631 11.0117 -0.018 -0.040 -0.057
H -9.0584 -7.3328 16.1749 -0.151 -0.009 -0.027
H -10.8223 -1.0324 21.4561 0.032 0.047 -0.212
H -12.3212 -1.8222 21.0081 0.011 -0.116 -0.189
H -8.4249 -7.5883 9.3436 -0.008 -0.067 -0.043
H -15.9604 -5.4539 16.2506 -0.176 -0.218 -0.024
H -14.1048 -4.8792 17.2673 0.205 0.090 0.052
H -8.2688 -10.0155 8.8274 0.079 -0.260 -0.049
H -12.4837 -9.4860 14.5465 0.008 0.081 -0.038
H -9.4530 -7.0784 10.6917 -0.014 0.015 -0.084
H -8.2239 -10.8051 10.4288 0.076 0.331 0.167
H -9.5589 -11.1273 9.3462 0.072 0.013 -0.125
H -5.4028 -4.0373 19.7157 -0.482 0.070 -0.031
H -6.4362 -5.5257 17.6798 -0.147 0.196 0.302
H -12.1033 -11.3887 16.5356 -0.015 -0.136 0.021
H -11.8688 -9.3816 17.5526 -0.201 0.026 0.007
H -4.0888 -2.3477 18.4764 0.041 0.042 0.078
H -9.9267 -6.3155 13.4214 -0.076 0.016 0.019
H -12.6819 -5.6227 12.6535 0.042 -0.001 -0.081
H -9.1528 -4.9364 16.8160 0.102 -0.051 -0.042
H -7.3304 -5.5856 15.5088 -0.114 0.012 0.119
H -7.3980 -3.3233 18.0273 -0.042 -0.056 0.181
H -12.6720 -4.6416 16.3404 0.048 -0.034 -0.106
H -7.7903 -5.3576 12.9538 0.044 -0.043 0.132
```
Forces are in eV/Å.

Its energy relative to the best compared isomer or geometry (same formula, charge and spin) is 0.0 kJ/mol. The net charge is 0. The calculation puts the orbital gap at 9.17 eV. Its multiplicity is 1. Its SMILES is NC(N)=O.NC(N)=O.CC(C)O.CC(C)O.CC(C)O.CC(C)O.CC(C)O.O.

***

Question: Among the records above, which one has the highest orbital gap?
Answer: C17H50N4O8